{"formula": "CHN2S2", "method": "the ωB97M-V functional and the def2-TZVPD basis", "species": ["C", "N", "N", "S", "S", "H"], "xyz": [[1.303638, -0.011041, 0.002338], [0.775258, -1.157212, -0.013400], [-1.087920, 0.237890, -0.015297], [1.796960, 1.456327, -0.048907], [-0.846770, -1.254297, -0.053813], [-1.941165, 0.728334, 0.129077]], "atomic_forces_ev_per_a": [[0.353, 1.174, -0.294], [0.557, -0.735, -0.131], [-0.806, -0.635, 0.129], [-0.296, -2.224, 0.175], [1.614, 2.477, 0.272], [-1.422, -0.057, -0.150]], "e_homo_ev": [-15.65, -15.65], "charge": 1, "orbital_gap_ev": [7.9, 7.9], "e_above_lowest_ev": 0.579, "energy_ev": -25693.2900, "multiplicity": 1, "largest_force_ha_per_bohr": 0.05774, "lumo_ev": [-7.75, -7.75]}